(1)
83
Properties=species:S:1:pos:R:3 method="wB97M-V/def2-TZVPD" energy_ev=-118651.93781 e_lumo_ev=-5.05 homo_lumo_gap_ev=6.855 total_charge=+2 homo_ev=-11.90
Ga 0.14790 -0.08650 -0.12660
C 0.99800 3.55240 2.08960
C 0.43050 2.27750 1.56550
N 0.75730 1.75830 0.43000
N 1.70010 2.18650 -0.38240
C 2.31250 1.15860 -0.96270
O 2.08070 -0.05110 -0.58150
C 3.35260 1.44450 -1.94080
C 3.51520 2.73630 -2.44920
C 4.52160 3.00040 -3.35560
C 5.38040 1.98830 -3.76120
C 5.22230 0.70270 -3.26370
C 4.21120 0.42670 -2.36500
C -0.37030 1.40450 2.41050
C -0.95360 1.84920 3.59840
C -1.58120 0.93880 4.42440
C -1.60520 -0.39920 4.05120
C -1.01500 -0.76120 2.85330
N -0.41480 0.10790 2.05490
H 1.60810 4.01530 1.31950
H 1.62510 3.35010 2.95920
H 0.21480 4.24690 2.39180
H 2.83460 3.50890 -2.12900
H 4.64450 3.99990 -3.74230
H 6.16230 2.19900 -4.47460
H 5.89610 -0.08040 -3.57560
H 4.07160 -0.57550 -1.98740
H -0.91070 2.89420 3.85820
H -2.03130 1.25660 5.35020
H -2.05730 -1.14740 4.68150
H -1.00130 -1.79740 2.54330
C -6.27730 -1.09990 -4.38290
C -5.76540 0.31070 -4.10260
N -4.79870 0.32060 -3.00790
C -3.49910 0.17970 -3.30820
C -2.48750 0.11290 -2.38670
C -1.08320 -0.16400 -2.88400
O -0.91800 -0.44760 -4.04480
O -0.14710 -0.10560 -1.99160
C -2.77610 0.22220 -1.00580
O -1.94050 0.17100 -0.05640
C -4.18340 0.34610 -0.68500
C -4.56300 0.38260 0.65960
C -5.87840 0.40320 1.01420
F -6.16160 0.34300 2.34060
C -6.90960 0.43390 0.05130
C -6.52290 0.43030 -1.28460
C -5.18070 0.36750 -1.68650
N -8.25710 0.49110 0.38810
C -8.71200 0.96470 1.67160
C -9.02170 -0.19030 2.63110
N -10.01080 -1.09290 1.98340
C -9.50920 -1.58320 0.67360
C -9.22110 -0.37900 -0.23540
H -6.98200 -1.07530 -5.20890
H -6.77670 -1.52500 -3.51590
H -5.45270 -1.75200 -4.65690
H -6.59010 0.98780 -3.87410
H -5.26810 0.69340 -4.99560
H -3.22510 0.10490 -4.35400
H -3.80060 0.36110 1.42300
H -7.29850 0.49500 -2.02880
H -9.62220 1.55590 1.51630
H -7.97060 1.62570 2.11630
H -9.42510 0.19130 3.56900
H -8.11980 -0.76450 2.84560
H -10.88340 -0.57130 1.82770
H -10.22590 -1.88360 2.60080
H -10.24860 -2.24290 0.21870
H -8.58820 -2.14370 0.84660
H -10.14830 0.17420 -0.42060
H -8.84620 -0.74260 -1.18960
I -3.03670 -5.06060 0.30030
C -1.13110 -4.18570 0.12380
C 0.02050 -4.94040 -0.05010
C 1.22420 -4.26150 -0.16940
C 1.23400 -2.87530 -0.11160
N 0.12090 -2.17160 0.06750
C -1.03750 -2.80780 0.18310
H -0.01580 -6.01910 -0.09450
H 2.14770 -4.80330 -0.31200
H 2.14050 -2.29700 -0.21800
H -1.91800 -2.19620 0.32190



(2)
78
Properties=species:S:1:pos:R:3 method="wB97M-V/def2-TZVPD" energy_ev=-112287.70913 e_lumo_ev=0.18 homo_lumo_gap_ev=4.461 total_charge=-1 homo_ev=-4.28
C -2.01742 2.23909 -2.34528
C -2.95234 3.39129 -2.58162
O -2.70424 4.36354 -3.23605
O -4.19178 3.22026 -2.01683
C -4.23488 3.37573 -0.58293
C -4.98520 2.22378 0.05062
C -4.79179 2.20402 1.56767
C -3.36657 1.78863 1.99142
C -2.46188 2.89967 2.52050
Ga -0.71197 2.22839 3.27749
P 1.03080 2.75350 1.70768
N 1.98888 4.00635 2.03619
H -2.34130 1.39146 -2.95105
H -1.00214 2.52309 -2.60815
H -2.05420 1.93008 -1.29988
H -4.72847 4.32829 -0.38071
H -3.21841 3.43775 -0.18549
H -6.04151 2.29679 -0.22096
H -4.61238 1.28926 -0.37954
H -5.00319 3.20201 1.96888
H -5.53701 1.53591 2.00459
H -2.88303 1.30769 1.12983
H -3.43775 1.01121 2.75601
H -2.96995 3.42482 3.33707
H -2.28508 3.65078 1.74111
H -0.26482 2.97151 4.61625
H -0.73490 0.63505 3.49371
H 1.80426 1.56788 1.49048
H 0.46665 2.83886 0.40562
H 2.08852 4.62906 1.24326
C 0.30687 -0.66299 -7.86167
C 0.20134 -1.65762 -8.82798
C -0.78407 -2.62459 -8.72726
C -1.66828 -2.60447 -7.65484
C -1.55773 -1.60998 -6.68234
C -0.57006 -0.63806 -6.79094
C -2.47944 -1.56820 -5.50990
O -2.39159 -0.69837 -4.67231
C -3.51050 -2.64154 -5.40605
C -4.36110 -2.64717 -4.30685
C -5.33009 -3.62878 -4.19000
C -5.45601 -4.60631 -5.17116
C -4.61122 -4.60503 -6.26779
C -3.63345 -3.62439 -6.38886
C -2.72782 -3.65200 -7.57445
O -2.84749 -4.49417 -8.43866
H 1.07602 0.09366 -7.94466
H 0.89118 -1.67625 -9.66174
H -0.88716 -3.40454 -9.46933
H -0.50634 0.12504 -6.02712
H -4.24722 -1.87519 -3.55794
H -5.98998 -3.63366 -3.33237
H -6.21614 -5.37105 -5.07757
H -4.69057 -5.35589 -7.04210
C 6.58741 -3.85672 7.40732
C 7.83576 -3.29369 7.16125
C 7.92959 -2.05398 6.55359
C 6.77583 -1.37115 6.18442
C 5.52641 -1.93720 6.42570
C 5.43677 -3.18068 7.04101
C 4.26308 -1.23482 6.02733
O 3.18640 -1.73952 6.26384
C 4.39519 0.07706 5.34300
C 3.24516 0.73970 4.92699
C 3.34820 1.96755 4.29336
C 4.59478 2.53843 4.06977
C 5.74446 1.88627 4.48340
C 5.65340 0.65311 5.11954
C 6.90392 -0.02730 5.53723
O 8.00037 0.46778 5.36859
H 6.51499 -4.82540 7.88543
H 8.73520 -3.82527 7.44524
H 8.88732 -1.59231 6.35477
H 4.45428 -3.59642 7.21947
H 2.27836 0.28660 5.10230
H 2.48317 2.51226 3.94727
H 4.63873 3.48985 3.55543
H 6.72519 2.31171 4.31777



(3)
83
Properties=species:S:1:pos:R:3 method="wB97M-V/def2-TZVPD" energy_ev=-120804.76278 e_lumo_ev="-8.08 / -12.47" homo_lumo_gap_ev="4.669 / 3.247" total_charge=+3 e_above_lowest_kcal_mol=61.8 spin_multiplicity=5 homo_ev="-12.75 / -15.72"
Ir -16.44526 11.46251 -3.78296
O -14.19563 14.26138 -6.09481
C -14.92290 13.19389 -5.61478
O -14.66593 12.51001 -4.60853
C -16.29003 13.17245 -6.10746
C -16.57099 13.93877 -7.22530
C -17.86301 13.91599 -7.69621
C -18.87029 13.21698 -7.05256
C -18.51082 12.36475 -5.99217
N -17.19017 12.35105 -5.44627
C -19.64676 11.80039 -5.20553
O -20.78524 12.48725 -5.31929
O -19.63938 10.82446 -4.43749
H -13.36242 14.41814 -5.59393
H -15.78163 14.52299 -7.69549
H -18.14573 14.60418 -8.49477
H -19.92891 13.19413 -7.34575
H -21.53656 11.98880 -4.93289
O -17.33336 9.75802 -3.25763
As -18.28878 8.56147 -4.05843
C -17.58645 6.74280 -3.89640
C -17.23472 6.45564 -2.56631
C -16.92972 5.17457 -2.24366
C -17.06208 4.15479 -3.21991
C -17.21941 4.45953 -4.55917
C -17.60450 5.76451 -4.84605
C -20.01281 8.23714 -3.14785
C -20.49494 9.22020 -2.29414
C -21.62415 9.01011 -1.53102
C -22.33556 7.81790 -1.58695
C -21.87791 6.80830 -2.43067
C -20.73471 7.05412 -3.23940
C -18.18427 8.64523 -6.04948
C -16.89428 8.63374 -6.57829
C -16.66870 8.66579 -7.93514
C -17.74367 8.64757 -8.84480
C -19.04399 8.64267 -8.30254
C -19.26560 8.73254 -6.92329
H -17.09099 7.30384 -1.90830
H -16.53307 4.94324 -1.25367
H -16.86396 3.14262 -2.92179
H -17.07947 3.79443 -5.40094
H -17.99764 6.06921 -5.77922
H -19.96468 10.17020 -2.20988
H -21.99325 9.83696 -0.94337
H -23.24092 7.60938 -1.00110
H -22.44388 5.88143 -2.52325
H -20.36654 6.25711 -3.90355
H -16.03284 8.71655 -5.94031
H -15.66599 8.75439 -8.30383
H -17.57996 8.67891 -9.89536
H -19.89306 8.63062 -8.96436
H -20.29390 8.91285 -6.58258
N -12.61884 9.51238 0.64138
C -13.52639 9.82087 -0.32562
C -13.21571 9.65967 -1.71006
C -14.00101 10.25381 -2.70154
N -15.17738 10.76952 -2.38317
C -15.62809 10.73320 -1.10798
C -14.79239 10.36522 -0.06728
H -11.63607 9.30685 0.39021
H -12.86870 9.59722 1.61130
H -12.36007 9.09376 -2.03674
H -13.62540 10.32828 -3.72118
H -16.59127 11.18060 -0.84694
H -15.22507 10.42508 0.93321
O -18.94175 13.68772 -2.98643
C -17.90385 13.89195 -2.39179
O -16.73233 13.30810 -2.63442
C -17.83764 15.03447 -1.31262
N -16.40731 15.10953 -0.83966
C -16.28472 14.33983 0.51634
C -17.70927 13.84951 0.81716
C -18.61654 14.71565 0.01015
H -18.06847 16.00525 -1.81308
H -16.04612 16.04798 -0.70448
H -15.82499 14.59144 -1.51784
H -15.90868 15.05091 1.28095
H -15.56920 13.49457 0.41130
H -17.91608 13.97390 1.88413
H -17.79879 12.78951 0.65354
H -18.82109 15.73111 0.46556
H -19.59386 14.29728 -0.22910



(4)
94
Properties=species:S:1:pos:R:3 method="wB97M-V/def2-TZVPD" energy_ev=-129475.97681 e_lumo_ev=1.74 homo_lumo_gap_ev=6.950 total_charge=-1 e_above_lowest_kcal_mol=30.7 homo_ev=-5.21
Y 0.55096 0.48615 0.02378
O 2.28910 1.08368 -1.21880
S 3.33108 1.57593 -0.26528
O 4.66141 1.57302 -0.80467
O 3.13937 0.87599 0.99318
C 2.84927 3.29917 -0.06293
C 3.50501 4.14034 -0.95307
C 3.16189 5.47533 -1.07822
C 2.14192 5.98810 -0.30166
C 1.48725 5.16147 0.59466
C 1.82259 3.81771 0.72586
S 0.81924 3.06097 2.02457
O -0.51722 3.59160 1.82818
O 1.45621 3.40125 3.27428
O 0.80595 1.58294 1.82798
H 4.28844 3.71576 -1.56269
H 3.67365 6.09819 -1.79873
H 1.83961 7.02084 -0.39906
H 0.67943 5.54963 1.19631
N 1.50813 -1.47077 0.99859
C 2.29577 -2.30717 0.97778
C 3.27859 -3.32939 0.93708
C 3.23713 -4.27960 -0.08265
C 4.19673 -5.27653 -0.09997
C 5.17817 -5.31773 0.87951
C 5.21644 -4.36044 1.88247
C 4.26530 -3.35772 1.92159
H 2.48337 -4.20681 -0.85487
H 4.18284 -6.01743 -0.88670
H 5.92317 -6.10159 0.85877
H 5.98625 -4.39584 2.63916
H 4.26468 -2.61049 2.69924
C 2.42285 0.00923 4.35297
N 1.04946 -0.43003 4.46488
C -0.05026 0.39466 4.53671
C -1.15212 -0.39149 4.48079
N -0.70121 -1.69094 4.40964
C 0.65232 -1.72387 4.39620
S 1.61207 -3.09720 4.32247
H 2.42955 1.09572 4.30114
H 2.85388 -0.38691 3.43305
H 2.99821 -0.34948 5.20867
H 0.05666 1.46294 4.55497
H -2.19752 -0.14539 4.46770
H -1.25266 -2.50330 4.18599
C -3.92799 -0.03022 0.85409
Te -2.25822 1.20457 1.37418
C -3.34191 2.67255 0.27578
C -4.78579 2.26553 0.41482
C -5.82628 3.17109 0.26787
C -7.14318 2.76768 0.42705
C -7.42893 1.44921 0.73544
C -6.39706 0.53574 0.87824
C -5.07694 0.92826 0.71743
H -4.11041 -0.79981 1.60168
H -3.70607 -0.50581 -0.10265
H -3.00171 2.63667 -0.76195
H -3.13200 3.66286 0.67680
H -5.60034 4.20368 0.03627
H -7.94462 3.48621 0.31978
H -8.45446 1.13252 0.87334
H -6.61833 -0.49499 1.12365
O 0.76239 -3.38429 -2.22670
S 1.16545 -1.99761 -2.40618
O 2.49435 -1.67849 -1.97623
N 0.01022 -1.02503 -1.73478
C -0.85753 -0.59886 -2.69195
S -2.33915 0.04709 -2.40468
C -0.33862 -0.82074 -4.06872
C -0.89352 -0.39928 -5.26969
C -0.23859 -0.73549 -6.44226
C 0.93494 -1.48647 -6.42526
C 1.48578 -1.92015 -5.22702
C 0.82849 -1.55376 -4.07106
H -1.79896 0.18969 -5.26307
H -0.63944 -0.40245 -7.39015
H 1.42479 -1.73106 -7.35764
H 2.39706 -2.49689 -5.19571
N -1.74162 -4.89136 0.07181
C -1.79864 -3.44983 -0.17058
C -1.58004 -2.70494 1.12577
O -1.87155 -3.40920 2.22265
O -1.23543 -1.55060 1.19189
H -0.76963 -5.18588 0.09391
H -2.17136 -5.39451 -0.69420
H -2.07546 -4.31671 1.90638
H -2.80670 -3.17580 -0.49897
H -1.09443 -3.07606 -0.91626
B -0.20013 4.04563 -3.23006
C -0.20636 3.02032 -2.04427
N -0.21367 2.26173 -1.16277
H -0.58466 5.10180 -2.78361
H 0.93744 4.11145 -3.63302
H -0.95414 3.61153 -4.06826



(5)
84
Properties=species:S:1:pos:R:3 method="wB97M-V/def2-TZVPD" energy_ev=-161143.89477 e_lumo_ev=-0.51 homo_lumo_gap_ev=7.893 total_charge=0 e_above_lowest_kcal_mol=27.9 homo_ev=-8.41
Y -0.10216 -0.13826 -0.35164
C -0.99282 1.42814 5.62895
C -1.82230 0.31875 5.50004
C -1.99957 -0.28719 4.26401
C -1.34663 0.22301 3.15052
C -0.50584 1.31754 3.27853
C -0.33318 1.92611 4.51434
N -1.45286 -0.41681 1.85501
N -2.50502 -1.03232 1.71118
C -2.63953 -1.83364 0.52924
C -3.83044 -2.55922 0.50945
C -4.06197 -3.47132 -0.50538
C -3.07859 -3.65234 -1.46888
C -1.91037 -2.89770 -1.42603
C -1.63468 -1.94173 -0.44217
H -0.85045 1.89186 6.59782
H -2.32608 -0.08624 6.37104
H -2.62680 -1.16146 4.15301
H 0.01903 1.69712 2.41440
H 0.32799 2.78188 4.60068
H -4.54980 -2.40145 1.30620
H -4.97882 -4.04714 -0.53265
H -3.22405 -4.38078 -2.26149
H -1.18623 -3.07531 -2.21627
N -1.40103 2.03127 0.27498
C -0.43709 3.15286 0.37008
C 1.01120 2.69163 0.46371
O 1.81385 3.40238 1.03936
O 1.25798 1.52053 -0.07389
H -1.63128 1.91004 -0.70668
H -2.26217 2.26491 0.74385
H -0.62992 3.74663 1.25517
H -0.51677 3.81826 -0.49289
O 2.28425 -3.87225 -5.52987
C 1.83262 -3.12773 -4.49976
C 0.80118 -2.20976 -4.61752
C 0.43832 -1.49291 -3.50147
N 1.02772 -1.62605 -2.29946
C 1.97993 -2.55043 -2.21966
Br 2.71940 -2.83514 -0.51062
C 2.43536 -3.31961 -3.26460
H 1.79269 -3.65163 -6.32708
H 0.28440 -2.04242 -5.55849
H -0.37689 -0.79244 -3.54661
H 3.22251 -4.05077 -3.13426
O -0.96512 0.95991 -2.13490
C -1.28382 1.46368 -3.38620
C -1.76476 2.92057 -3.23006
C -1.30485 4.05622 -3.82371
C -2.06258 5.22218 -3.47569
C -3.09008 4.93950 -2.63306
S -3.15361 3.26741 -2.27030
C 0.02249 1.47849 -4.19756
C 1.23690 1.72562 -3.63505
C 2.31421 1.67529 -4.56924
C 1.89114 1.39690 -5.83240
S 0.19448 1.18800 -5.88583
C -2.42932 0.69490 -4.06207
C -3.18976 -0.25821 -3.46379
C -4.27859 -0.70849 -4.27640
C -4.33378 -0.06365 -5.47119
S -3.07552 1.08737 -5.61214
H -0.44358 4.07049 -4.48183
H -1.84040 6.21976 -3.83766
H -3.81284 5.61921 -2.19920
H 1.35557 1.91058 -2.57390
H 3.35123 1.84240 -4.30609
H 2.47812 1.30186 -6.73601
H -2.98674 -0.61476 -2.46679
H -4.98683 -1.47035 -3.96794
H -5.04104 -0.19675 -6.28149
C 3.12246 1.21618 3.14579
Sb 2.17793 -0.50812 2.31791
C 1.60429 -1.37554 4.19744
C 3.99610 -1.64849 2.27840
H 3.41770 0.96880 4.16582
H 2.47007 2.08735 3.12424
H 4.00191 1.44451 2.54326
H 2.47938 -1.36660 4.85283
H 1.27456 -2.40849 4.04924
H 0.79336 -0.80816 4.66015
H 4.52990 -1.43917 3.20710
H 4.61770 -1.36636 1.42734
H 3.77905 -2.71952 2.22778